Computed, not measured: CH11O5 as an isolated structure, with wB97M-V/def2-TZVPD.

```
17
Properties=species:S:1:pos:R:3:forces:R:3
C -0.857 1.001 -1.289 -1.7 -0.6 -0.3
O 0.015 -0.004 -0.946 0.6 1.9 -0.6
H -1.032 0.866 -2.382 0.4 0.7 0.3
H -1.855 0.868 -0.826 0.6 0.1 0.2
H -0.436 1.973 -1.010 0.2 0.1 -0.4
H -0.782 -0.654 2.169 -0.3 0.0 0.6
H 0.228 -0.324 3.258 -0.5 0.1 0.2
O -0.732 -0.316 3.102 0.9 0.3 -0.2
H 1.515 1.277 0.452 0.2 -0.2 -0.2
H 0.512 1.424 1.600 0.0 -0.1 0.2
O 1.384 1.706 1.296 -0.2 0.2 0.2
H 0.904 -0.111 -3.551 0.1 -1.1 0.1
H 0.474 -0.705 -2.226 1.0 -0.9 -1.3
O 0.829 -0.991 -3.112 -0.5 1.4 0.1
H -0.419 -0.705 -0.018 -0.9 -2.4 2.3
H -0.055 -2.031 0.917 -0.4 0.3 -0.2
O -0.764 -1.378 0.770 0.7 0.2 -1.1
```
Positions in Å, forces in eV/Å.

## Properties
Energy relative to the best compared isomer or geometry (same formula, charge and spin), kcal/mol: 23.3
Gap between HOMO and LUMO (spin up / spin down), eV: 10.816 / 5.862
2S+1: 2
HOMO energy (spin up / spin down), eV: -10.65 / -10.64
Lowest unoccupied orbital energy (spin up / spin down), eV: 0.167 / -4.778
<S²>: 0.75
Total energy, Eh: -420.75478
Total charge: 0

These are the Mulliken partial charges, in e, on atoms 1 to 6: C -0.576; O -0.462; H 0.336; H 0.283; H 0.300; H 0.390


Computed, not measured: C31H35ClCoN2Si2 as an isolated structure, with wB97M-V/def2-TZVPD.

```
72
Properties=species:S:1:pos:R:3:forces:R:3
C -1.067 -0.413 1.600 -0.7 -0.2 1.1
C -1.905 0.172 0.612 -1.2 -0.7 0.4
C -2.018 -0.754 -0.467 -1.2 -0.9 0.9
H -2.453 1.097 0.711 0.1 0.1 -0.1
C -1.226 -1.898 -0.145 -1.5 -0.9 0.9
C -0.644 -1.678 1.133 -1.4 -1.0 0.7
H -0.109 -2.419 1.712 0.2 0.2 -0.1
H -0.891 -0.019 2.597 0.1 0.0 -0.3
H -2.651 -0.652 -1.325 0.0 0.0 -0.3
H -1.162 -2.802 -0.723 0.2 0.0 -0.2
Co -0.102 -0.243 -0.272 2.8 2.3 -2.7
Si 2.756 0.372 -7.720 0.1 0.2 -0.1
C 2.078 1.879 -8.619 -0.3 0.5 -0.1
C 2.645 2.518 -9.741 -0.3 0.3 -0.1
H 3.579 2.149 -10.180 -0.3 0.1 0.3
C 2.014 3.628 -10.341 0.1 -0.3 0.3
H 2.467 4.123 -11.206 -0.1 -0.3 0.3
C 0.799 4.105 -9.839 0.1 -0.3 0.3
H 0.307 4.969 -10.294 0.2 -0.3 0.1
C 0.212 3.464 -8.739 0.3 0.0 -0.2
H -0.746 3.814 -8.349 0.3 -0.1 -0.1
C 0.850 2.371 -8.142 -0.2 0.2 -0.2
H 0.357 1.881 -7.294 0.2 0.2 -0.3
C 2.165 -1.140 -8.663 0.4 -0.6 -1.1
C 1.117 -1.094 -9.611 -0.3 -0.1 0.1
H 0.763 -0.132 -10.002 0.0 -0.3 0.5
C 0.530 -2.264 -10.119 0.5 0.0 0.1
H -0.312 -2.206 -10.814 0.3 0.1 0.2
C 1.055 -3.515 -9.769 0.1 0.4 0.1
H 0.585 -4.430 -10.140 0.2 0.3 0.1
C 2.220 -3.572 -9.000 0.1 0.3 -0.2
H 2.694 -4.542 -8.822 -0.1 0.4 0.0
C 2.792 -2.388 -8.502 -0.2 -0.5 0.1
H 3.770 -2.443 -8.008 -0.5 0.0 0.2
H 2.144 0.322 -6.347 0.2 0.1 -0.4
Si 0.121 0.215 -2.622 0.3 0.2 1.7
C -0.367 -1.347 -3.423 -0.2 -0.6 -1.5
C -1.468 -1.351 -4.295 0.0 -0.7 0.0
H -1.954 -0.406 -4.565 0.1 -0.4 0.2
C -1.936 -2.558 -4.836 0.1 0.1 0.1
H -2.827 -2.538 -5.469 0.4 -0.1 0.1
C -1.288 -3.762 -4.542 -0.1 0.3 0.4
H -1.671 -4.698 -4.950 0.1 0.2 0.1
C -0.183 -3.763 -3.673 0.0 0.3 -0.1
H 0.296 -4.709 -3.393 -0.1 0.4 -0.3
C 0.296 -2.557 -3.144 -0.4 -0.5 -0.4
H 1.208 -2.588 -2.533 -0.5 0.2 -0.1
C -0.797 1.682 -3.283 -0.4 0.5 -0.9
C -2.035 2.050 -2.707 0.1 0.1 -0.5
H -2.387 1.592 -1.772 0.3 0.1 -0.5
C -2.860 2.989 -3.338 0.2 -0.1 0.3
H -3.794 3.265 -2.850 0.1 0.0 -0.2
C -2.479 3.577 -4.542 0.5 -0.3 0.1
H -3.132 4.292 -5.027 0.0 0.0 0.0
C -1.224 3.272 -5.091 0.2 -0.1 0.5
H -0.883 3.779 -5.993 -0.1 -0.1 0.2
C -0.374 2.356 -4.451 -0.7 0.3 0.0
H 0.619 2.156 -4.872 -0.4 0.0 0.1
H 4.262 0.475 -7.589 -0.6 -0.2 -0.1
Cl 2.144 0.475 -3.131 0.8 0.2 -0.4
N 1.842 -0.691 0.097 1.6 0.2 1.2
C 2.393 0.369 1.026 -0.2 -1.1 -0.4
C 1.970 1.732 0.540 -0.6 0.7 -0.3
N 0.546 1.678 0.089 -0.1 2.1 0.8
H 2.423 -0.750 -0.729 0.1 0.2 -0.3
H 1.887 -1.609 0.542 0.1 0.3 0.0
H 1.963 0.198 2.015 0.0 -0.2 -0.1
H 3.479 0.279 1.096 0.0 0.2 0.1
H 2.035 2.458 1.349 0.4 0.0 0.1
H 2.603 2.090 -0.273 -0.1 -0.2 -0.1
H -0.072 2.089 0.810 0.6 -0.5 -0.2
H 0.344 2.302 -0.704 0.6 -0.5 0.1
```
Positions in Å, forces in eV/Å.

## Properties
Energy relative to the best compared isomer or geometry (same formula, charge and spin), kcal/mol: 0.0
Gap between HOMO and LUMO (spin up / spin down), eV: 5.608 / 7.488
2S+1: 4
HOMO energy (spin up / spin down), eV: -5.16 / -7.08
Lowest unoccupied orbital energy (spin up / spin down), eV: 0.445 / 0.405
<S²>: 3.77
Total energy, Eh: -3733.70947
Total charge: 0

These are the Mulliken partial charges, in e, on atoms 1 to 6: C -0.470; C -0.618; C -0.519; H 0.491; C -0.697; C -1.003


Computed, not measured: a 2-piece molecular cluster, C3H9O2 overall, with wB97M-V/def2-TZVPD.

```
14
Properties=species:S:1:pos:R:3:forces:R:3
C 2.487 -0.017 -0.926 -0.4 0.3 -0.2
O 1.246 0.481 -1.142 0.1 -0.1 0.1
H 2.520 -0.890 -0.224 0.1 -0.1 0.1
H 3.207 0.730 -0.510 0.1 0.0 0.2
H 3.000 -0.373 -1.849 0.1 -0.2 -0.1
C -1.513 -0.238 -0.139 -0.2 0.5 0.3
O -2.902 -0.532 0.150 0.0 0.0 0.1
C -0.787 0.400 1.026 0.0 -1.0 0.3
H -1.480 0.466 -0.969 0.0 -0.2 -0.2
H -1.000 -1.152 -0.414 0.1 -0.1 -0.2
H -3.003 -0.410 1.098 0.0 -0.1 -0.1
H -1.262 1.320 1.371 0.1 0.2 -0.2
H 0.233 0.516 0.651 0.1 0.5 -0.1
H -0.745 -0.303 1.877 -0.1 0.1 -0.1
```
Positions in Å, forces in eV/Å.

## Properties
Energy relative to the best compared isomer or geometry (same formula, charge and spin), kcal/mol: 28.6
Gap between HOMO and LUMO, eV: 6.109
2S+1: 1
HOMO energy, eV: -2.23
Lowest unoccupied orbital energy, eV: 3.882
Total energy, Eh: -270.14023
Total charge: -1

These are the Mulliken partial charges, in e, on atoms 1 to 6: C -0.713; O -0.816; H 0.181; H 0.167; H 0.220; C 0.014